1.
C5H7IN2O in the gas phase in a non-equilibrium geometry, computed with ωB97M-V/def2-TZVPD.

```
! RIJCOSX wB97M-V def2-TZVPD def2/J DEFGRID3
* xyz 0 1
C 0.79 -0.33 -1.84
C -0.09 -0.11 -0.60
C 0.08 -1.25 0.54
C -0.67 -0.77 1.78
N -0.88 0.47 2.00
N -0.44 1.52 1.26
I -0.42 3.46 1.97
C 0.00 1.28 -0.19
O 0.34 2.24 -0.84
H 1.88 -0.29 -1.53
H 0.43 0.39 -2.65
H 0.59 -1.31 -2.20
H -1.14 -0.36 -0.99
H 1.17 -1.38 0.52
H -0.36 -2.18 0.21
H -1.28 -1.40 2.56
*
```

## Properties
Electronic energy (eV): -18424.283
Energy above the lowest of the compared OMol25 structures with the same formula, charge and spin (kcal per mole): 48.4
SMILES: C[C@H]1CC=NN(I)C1=O
E_LUMO (eV): -0.3

***

2.
2 unconnected molecules or ions with the total composition C14H16O in a non-equilibrium geometry, computed with ωB97M-V/def2-TZVPD.

```
! RIJCOSX wB97M-V def2-TZVPD def2/J DEFGRID3
* xyz 0 1
C 0.97 1.13 -2.66
C 1.79 1.33 -1.42
C 1.36 2.02 -0.31
C 1.98 1.95 0.94
C 3.00 1.03 1.09
O 3.49 0.62 2.30
C 3.54 0.40 -0.03
C 3.04 0.69 -1.29
H -0.04 0.86 -2.33
H 1.30 0.35 -3.33
H 0.89 2.04 -3.26
H 0.49 2.65 -0.40
H 1.69 2.61 1.75
H 3.19 1.21 3.02
H 4.37 -0.29 0.08
H 3.56 0.38 -2.19
C -4.99 -0.77 0.89
C -3.59 -1.11 0.47
C -2.87 -0.20 -0.31
C -1.55 -0.47 -0.64
C -0.97 -1.68 -0.28
C -1.72 -2.63 0.39
C -3.02 -2.34 0.78
H -5.23 -1.15 1.89
H -5.75 -1.26 0.30
H -5.14 0.30 1.06
H -3.43 0.62 -0.73
H -1.06 0.25 -1.27
H 0.05 -1.81 -0.61
H -1.26 -3.57 0.67
H -3.55 -3.07 1.38
*
```

## Properties
Electronic energy (eV): -16824.385
Energy above the lowest of the compared OMol25 structures with the same formula, charge and spin (kcal per mole): 19.6
SMILES: Cc1ccc(O)cc1.Cc1ccccc1
E_LUMO (eV): 0.9

***

3.
2 unconnected molecules or ions with the total composition C4H13NOS2 in a non-equilibrium geometry, computed with ωB97M-V/def2-TZVPD.

```
! RIJCOSX wB97M-V def2-TZVPD def2/J DEFGRID3
* xyz 0 1
C 1.94 0.12 1.02
N 1.09 0.39 -0.16
C 0.07 -0.69 -0.24
C 0.40 -2.19 -0.28
C -1.13 -0.37 -1.14
S -2.74 -0.25 -0.31
S -3.32 1.48 0.50
H 2.36 -0.86 0.97
H 1.39 0.37 1.95
H 2.76 0.93 1.09
H 1.66 0.41 -0.99
H -0.38 -0.66 0.80
H 0.19 -2.79 -1.22
H -0.25 -2.65 0.48
H 1.48 -2.45 -0.30
H -1.00 0.52 -1.78
H -1.14 -1.21 -1.85
H -3.32 2.39 -0.48
O 0.10 2.84 0.91
H 0.24 2.66 -0.03
H -0.40 2.02 1.08
*
```

## Properties
Electronic energy (eV): -29565.327
Energy above the lowest of the compared OMol25 structures with the same formula, charge and spin (kcal per mole): 47.4
SMILES: CN[C@H](C)CSS.O
E_LUMO (eV): 0.7

***

Number 1: orbital gap 8.20 eV, HOMO -8.536 eV. Number 2: orbital gap 9.13 eV, HOMO -8.258 eV. Number 3: orbital gap 9.22 eV, HOMO -8.564 eV.